C10H16 | ωB97M-V/def2-TZVPD

⟨S²⟩: 0.760
Energy relative to the best compared isomer or geometry (same formula, charge and spin) (kcal per mole): 42.96
Highest occupied orbital energy (spin up / spin down) (Ha): 0.0367 / -0.1308

```
! RIJCOSX wB97M-V def2-TZVPD def2/J DEFGRID3
* xyz -1 2
C -1.03 -0.27 -1.48
C -0.92 -0.21 -3.15
C 0.16 0.38 -0.82
C -0.04 1.56 -0.01
C 1.48 0.20 -1.29
C 1.00 2.48 0.32
C 2.57 0.98 -0.97
C 2.28 2.15 -0.23
H -1.91 0.25 -1.18
H -1.36 -1.26 -1.15
H -0.65 0.81 -3.43
H -1.06 1.60 0.34
H 1.65 -0.68 -1.82
H 0.85 3.24 0.98
H 3.54 0.52 -1.25
H 3.14 2.81 -0.02
H -1.77 -0.53 -3.62
H -0.05 -1.03 -3.41
C -0.34 -1.94 2.87
C -1.69 -1.31 2.61
H 0.39 -2.10 2.05
H 0.25 -1.28 3.61
H -0.44 -3.00 3.34
H -2.44 -2.04 2.13
H -1.62 -0.36 1.95
H -1.98 -0.96 3.65
*
```


C10H16 | ωB97M-V/def2-TZVPD

⟨S²⟩: 0.761
Energy relative to the best compared isomer or geometry (same formula, charge and spin) (kcal per mole): 30.81
Highest occupied orbital energy (spin up / spin down) (Ha): 0.0297 / -0.1222

```
! RIJCOSX wB97M-V def2-TZVPD def2/J DEFGRID3
* xyz -1 2
C -0.63 -2.86 0.23
C -0.40 -2.69 -1.28
C -0.67 -1.61 1.05
C -1.79 -1.16 1.74
C 0.54 -0.80 0.94
C -1.77 0.20 2.04
C 0.43 0.54 1.31
C -0.66 1.10 2.00
H -1.38 -3.64 0.47
H 0.32 -3.46 0.50
H 0.01 -1.65 -1.44
H -2.61 -1.88 1.80
H 1.46 -1.17 0.51
H -2.70 0.59 2.49
H 1.25 1.21 1.19
H -0.68 2.11 2.36
H -1.31 -2.48 -1.87
H 0.26 -3.39 -1.73
C 0.83 3.17 -1.22
C 1.79 2.09 -1.77
H 0.03 2.75 -0.61
H 1.34 3.99 -0.76
H 0.37 3.81 -1.98
H 1.34 1.65 -2.69
H 1.87 1.23 -1.08
H 2.77 2.37 -2.20
*
```


C10H16 | ωB97M-V/def2-TZVPD

SMILES: CCc1ccccc1.CC
Energy relative to the best compared isomer or geometry (same formula, charge and spin) (kcal per mole): 70.51
Highest occupied orbital energy (Ha): -0.3350

```
! RIJCOSX wB97M-V def2-TZVPD def2/J DEFGRID3
* xyz 0 1
C 0.91 -0.85 2.89
C 1.13 -1.15 1.41
C -0.12 -0.72 0.75
C -0.91 0.28 1.20
C -2.13 0.46 0.50
C -2.43 -0.27 -0.57
C -1.54 -1.11 -1.12
C -0.44 -1.39 -0.40
H 1.74 -1.28 3.54
H -0.02 -1.26 3.22
H 0.87 0.19 3.06
H 1.95 -0.94 0.93
H 1.31 -2.33 1.31
H -0.57 0.86 2.10
H -2.81 0.85 1.10
H -3.36 -0.13 -1.11
H -1.71 -1.57 -2.07
H 0.16 -2.23 -0.87
C 1.01 2.26 -1.65
C 1.04 0.84 -2.28
H 0.12 2.63 -1.44
H 1.54 2.39 -0.64
H 1.41 3.04 -2.29
H 1.50 0.21 -1.64
H 1.29 0.84 -3.35
H 0.05 0.37 -2.59
*
```


C10H16 | ωB97M-V/def2-TZVPD

SMILES: Cc1ccccc1.CCC
Energy relative to the best compared isomer or geometry (same formula, charge and spin) (kcal per mole): 53.25
Highest occupied orbital energy (Ha): -0.3203

```
! RIJCOSX wB97M-V def2-TZVPD def2/J DEFGRID3
* xyz 0 1
C -1.85 -2.02 0.43
C -1.28 -0.67 0.91
C -1.54 0.35 0.00
C -1.09 1.60 0.33
C -0.41 1.89 1.50
C -0.26 0.78 2.45
C -0.67 -0.47 2.13
H -2.94 -1.93 0.13
H -1.67 -2.85 1.09
H -1.41 -2.02 -0.47
H -2.08 0.19 -0.90
H -1.41 2.47 -0.12
H 0.23 2.75 1.69
H 0.23 0.90 3.39
H -0.27 -1.36 2.67
C 1.42 -0.14 -3.29
C 1.56 -0.41 -1.67
C 2.98 -0.26 -1.20
H 2.10 -0.75 -3.82
H 1.58 0.83 -3.58
H 0.37 -0.49 -3.56
H 0.85 0.45 -1.24
H 1.15 -1.41 -1.50
H 3.23 -1.20 -0.71
H 3.55 -0.08 -2.05
H 3.35 0.50 -0.55
*
```


C10H16 | ωB97M-V/def2-TZVPD

SMILES: Cc1ccccc1.CCC
Energy relative to the best compared isomer or geometry (same formula, charge and spin) (kcal per mole): 27.41
Highest occupied orbital energy (Ha): -0.3336

```
! RIJCOSX wB97M-V def2-TZVPD def2/J DEFGRID3
* xyz 0 1
C 0.49 3.46 1.32
C 0.45 1.94 1.36
C -0.77 1.27 1.29
C -0.78 -0.11 1.44
C 0.39 -0.87 1.50
C 1.56 -0.16 1.70
C 1.62 1.22 1.61
H 0.18 3.80 0.33
H 1.48 3.83 1.56
H -0.23 3.78 2.07
H -1.66 1.81 1.02
H -1.78 -0.51 1.49
H 0.36 -1.93 1.66
H 2.50 -0.69 1.77
H 2.47 1.88 1.71
C 0.45 -0.91 -1.68
C -0.83 -1.76 -1.41
C -1.44 -2.28 -2.73
H 0.30 0.04 -1.17
H 1.27 -1.30 -1.08
H 0.81 -1.15 -2.68
H -1.57 -1.24 -0.87
H -0.54 -2.68 -0.91
H -2.53 -2.38 -2.73
H -1.12 -3.30 -2.95
H -1.10 -1.74 -3.61
*
```


no.,largest force on an atom (eV/Å)
1,5.89
2,3.96
3,7.00
4,4.96
5,2.64